[1]
Here is a cluster of 13 separate species, C31H67Cl16N5O5 in total from the OMol25 dataset. Energies are from ωB97M-V/def2-TZVPD.

Geometry as XYZ:
```
124
Properties=species:S:1:pos:R:3:lowdin_charge:R:1
C 18.363 8.446 9.812 0.01
C 17.272 8.709 10.868 -0.53
O 17.664 8.749 12.086 -0.04
N 16.015 8.872 10.501 0.02
C 14.889 9.199 11.376 -0.07
H 18.807 9.431 9.667 0.07
H 17.968 7.958 8.921 0.07
H 19.140 7.798 10.216 0.08
H 15.859 8.610 9.538 0.14
H 14.706 8.469 12.164 0.08
H 13.997 9.362 10.771 0.06
H 15.032 10.138 11.910 0.06
C 12.670 8.644 15.528 0.02
C 12.273 9.040 14.121 -0.53
O 12.070 10.224 13.858 -0.01
N 12.046 8.087 13.231 0.02
C 11.502 8.275 11.877 -0.03
H 13.687 8.254 15.529 0.09
H 12.145 7.764 15.899 0.08
H 12.599 9.532 16.156 0.08
H 12.094 7.135 13.565 0.14
H 10.762 7.477 11.812 0.09
H 12.228 7.954 11.129 0.06
H 11.193 9.297 11.656 0.08
C 17.863 10.780 16.849 -0.03
C 18.918 11.488 16.043 -0.59
O 19.885 11.842 16.682 0.04
N 18.723 11.636 14.739 0.02
C 19.654 12.233 13.846 -0.08
H 17.203 11.479 17.362 0.03
H 18.321 10.133 17.598 0.09
H 17.159 10.180 16.271 0.07
H 17.954 11.074 14.402 0.10
H 20.638 12.403 14.283 0.10
H 19.270 13.189 13.490 0.05
H 19.850 11.635 12.956 0.09
C 9.933 12.490 15.491 0.01
C 9.467 12.620 14.061 -0.55
O 8.388 13.121 13.884 0.03
N 10.118 12.020 13.005 0.01
C 9.667 12.096 11.606 -0.07
H 10.977 12.183 15.551 0.05
H 9.314 11.854 16.125 0.09
H 9.952 13.491 15.922 0.07
H 10.870 11.402 13.274 0.05
H 10.465 11.653 11.010 0.06
H 9.613 13.168 11.414 0.03
H 8.679 11.685 11.400 0.09
C 17.675 12.726 10.755 0.00
C 18.991 12.677 9.986 -0.54
O 18.979 12.053 8.925 0.01
N 20.064 13.324 10.470 0.01
C 21.347 13.369 9.777 -0.06
H 16.981 13.298 10.140 0.07
H 17.841 13.244 11.700 0.04
H 17.233 11.744 10.926 0.07
H 20.072 13.837 11.339 0.13
H 21.427 12.720 8.905 0.09
H 22.193 13.229 10.450 0.08
H 21.420 14.420 9.498 0.08
Cl 13.512 16.697 14.667 0.63
C 12.200 16.200 15.764 -0.61
C 12.127 17.047 17.047 -0.64
Cl 10.665 16.781 18.081 0.53
H 12.499 15.198 16.073 0.03
H 11.255 16.222 15.222 0.05
H 12.085 18.104 16.786 0.02
H 13.036 16.960 17.642 0.07
Cl 10.852 19.741 14.739 0.57
C 11.959 19.307 13.415 -0.70
C 11.977 20.432 12.359 -0.58
Cl 10.382 20.525 11.357 0.45
H 11.659 18.362 12.962 0.02
H 12.961 19.099 13.791 0.02
H 12.853 20.224 11.744 0.05
H 12.177 21.405 12.808 0.06
Cl 8.693 16.639 13.556 0.63
C 9.315 16.352 11.969 -0.73
C 8.177 15.794 11.123 -0.65
Cl 8.751 15.352 9.482 0.53
H 10.064 15.571 12.097 -0.02
H 9.843 17.208 11.548 0.02
H 7.398 16.552 11.045 0.07
H 7.791 14.874 11.561 0.06
Cl 18.421 15.341 17.684 0.57
C 17.861 14.865 16.069 -0.67
C 17.251 16.103 15.351 -0.62
Cl 16.934 15.714 13.638 0.59
H 17.007 14.209 16.236 -0.01
H 18.672 14.337 15.568 0.05
H 17.949 16.938 15.410 0.07
H 16.297 16.269 15.851 0.04
Cl 15.369 12.220 14.187 0.64
C 14.604 13.439 13.245 -0.74
C 13.087 13.141 13.103 -0.59
Cl 12.321 14.349 11.993 0.61
H 15.148 13.388 12.302 0.03
H 14.792 14.428 13.663 -0.04
H 12.764 13.301 14.131 0.06
H 12.912 12.142 12.703 0.04
Cl 14.055 12.203 9.440 0.60
C 12.959 13.045 8.332 -0.67
C 11.796 12.115 7.966 -0.64
Cl 10.649 12.999 6.899 0.54
H 13.546 13.453 7.508 0.04
H 12.558 13.893 8.887 0.03
H 11.252 11.774 8.846 0.04
H 12.122 11.194 7.483 0.07
Cl 15.230 10.431 19.072 0.58
C 14.112 11.745 19.433 -0.68
C 14.746 13.114 19.219 -0.59
Cl 14.726 13.422 17.438 0.56
H 13.886 11.552 20.481 0.07
H 13.207 11.593 18.844 0.06
H 15.752 13.299 19.597 0.08
H 14.073 13.769 19.773 0.08
Cl 14.534 16.080 6.827 0.55
C 13.170 16.831 7.732 -0.64
C 13.600 16.854 9.193 -0.59
Cl 12.191 17.632 10.060 0.57
H 12.319 16.164 7.597 0.05
H 12.899 17.765 7.239 0.07
H 14.447 17.491 9.450 0.07
H 13.685 15.842 9.589 0.04
```

Calculated values
E = -9234.52300 Eh
Gap between HOMO and LUMO = 9.3 eV
Net charge = 0
Strongest force on any atom = 5.3 eV Å⁻¹

[2]
Here is a structure of composition C3H11N2S from the OMol25 dataset. Energies are from ωB97M-V/def2-TZVPD.

Geometry as XYZ:
```
17
Properties=species:S:1:pos:R:3:nbo_charge:R:1
C 1.524 1.107 0.749 -0.63
C 0.682 0.617 -0.393 -0.20
C -1.425 -0.874 -0.348 0.15
N -1.988 -1.950 0.340 -0.84
N -0.156 -0.445 0.292 -0.58
S -2.473 1.206 -0.262 -0.22
H 0.891 1.790 1.347 0.23
H 1.814 0.274 1.341 0.21
H 2.379 1.514 0.375 0.25
H 1.091 0.067 -1.170 0.21
H -0.030 1.387 -0.766 0.25
H -1.433 -1.183 -1.473 0.27
H -2.514 -2.653 -0.208 0.42
H -2.434 -1.954 1.222 0.41
H -0.349 0.041 1.167 0.46
H 0.320 -1.410 0.299 0.46
H -3.188 0.739 0.750 0.13
```

Calculated values
E = -628.27398 Eh
Gap between HOMO and LUMO = 9.3 eV
Net charge = +1
Strongest force on any atom = 3.3 eV Å⁻¹
Energy above the lowest of the compared OMol25 structures with the same formula, charge and spin = 270.9 kJ/mol

[3]
Here is a structure of composition C25H47ClIIrNO3Si2 from the OMol25 dataset. Energies are from ωB97M-V/def2-TZVPD.

Geometry as XYZ:
```
81
Properties=species:S:1:pos:R:3:mulliken_spin:R:1
O 2.619 -0.415 1.163 0.01
O 2.945 -0.250 -1.148 0.01
C 3.012 0.411 2.361 0.00
C 1.803 0.570 3.229 0.00
H 3.329 1.346 1.891 0.00
H 3.882 -0.072 2.812 0.00
H 0.885 0.569 2.643 0.00
H 1.840 1.514 3.765 0.00
H 1.742 -0.229 3.963 0.00
C 2.220 -1.863 1.377 0.00
C 3.438 -2.748 1.284 0.00
H 1.509 -2.031 0.565 0.01
H 1.676 -1.923 2.328 0.00
H 3.905 -2.643 0.301 0.00
H 3.142 -3.798 1.411 0.00
H 4.153 -2.466 2.064 0.00
C 2.546 -0.880 -2.404 0.01
C 4.058 0.649 -1.408 0.00
C 1.173 -1.509 -2.358 -0.01
H 3.286 -1.666 -2.702 0.00
H 2.543 -0.128 -3.232 0.00
H 1.053 -2.182 -1.499 0.00
H 1.048 -2.095 -3.284 -0.01
H 0.369 -0.757 -2.333 0.01
C 5.309 -0.027 -0.916 0.00
H 3.799 1.571 -0.885 0.00
H 4.137 0.846 -2.499 0.00
H 5.293 -0.116 0.184 0.00
H 6.213 0.525 -1.192 0.00
H 5.371 -1.016 -1.389 0.00
H 3.255 -0.373 0.384 0.00
Ir -2.244 0.341 0.209 1.21
C -0.674 1.363 -0.045 0.10
Si 0.117 2.861 -0.879 0.01
H -0.137 0.586 -0.693 0.00
H -0.104 1.322 0.917 0.04
C 1.717 3.274 0.004 0.02
C -1.058 4.272 -0.726 0.01
C 0.714 2.367 -2.579 0.00
C -3.116 1.142 -1.295 0.22
Si -4.161 1.725 0.176 0.09
H -3.770 0.548 -1.954 0.02
H -2.616 1.957 -1.838 0.03
C -4.951 3.377 -0.288 0.04
C -3.202 2.101 1.782 0.13
C -5.490 0.454 0.564 0.02
H 0.271 3.100 -3.260 0.00
H 0.452 1.359 -2.919 0.00
H 1.806 2.448 -2.620 0.00
H 1.525 4.129 0.648 0.00
H 2.441 3.546 -0.757 0.00
H 2.144 2.462 0.608 -0.01
H -1.848 4.051 -0.003 0.00
H -1.472 4.475 -1.717 0.00
H -0.463 5.126 -0.380 0.00
H -2.923 3.162 1.781 0.00
H -2.300 1.517 2.059 -0.02
H -3.941 1.895 2.572 0.01
H -5.064 -0.554 0.689 -0.01
H -6.228 0.412 -0.249 0.00
H -6.011 0.717 1.490 0.00
H -5.878 3.529 0.285 0.01
H -5.213 3.414 -1.353 0.00
H -4.293 4.230 -0.070 0.00
Cl -0.551 -6.339 0.638 0.06
C -0.970 -4.722 1.033 0.26
C -0.790 -4.283 2.348 -0.04
C -1.043 -2.963 2.712 0.23
I -0.643 -2.311 4.649 0.02
C -1.563 -2.045 1.733 0.26
O -1.719 -0.775 1.915 0.27
C -1.779 -2.528 0.412 0.12
N -2.110 -1.560 -0.485 0.30
C -2.333 -1.918 -1.774 0.19
C -2.095 -3.229 -2.214 -0.01
C -1.663 -4.210 -1.343 0.41
C -1.479 -3.872 0.005 -0.07
H -0.429 -4.951 3.103 0.01
H -2.691 -1.137 -2.430 0.05
H -2.250 -3.444 -3.268 0.00
H -1.474 -5.237 -1.668 0.02
```

Calculated values
E = -2702.01811 Eh
Spin multiplicity = 5
Gap between HOMO and LUMO (spin up / spin down) = 5.8 / 5.1 eV
Net charge = +1
Strongest force on any atom = 5.6 eV Å⁻¹
Energy above the lowest of the compared OMol25 structures with the same formula, charge and spin = 60.5 kJ/mol

[4]
Here is a cluster of 4 separate species, C4H16N2O2 in total from the OMol25 dataset. Energies are from ωB97M-V/def2-TZVPD.

Geometry as XYZ:
```
24
Properties=species:S:1:pos:R:3:nbo_charge:R:1
C -1.816 -1.923 0.723 -0.43
N -1.135 -1.329 -0.415 -0.45
C 0.891 -0.586 -1.527 -0.65
C 0.217 -1.110 -0.266 0.00
C 0.354 0.129 0.843 -0.17
N 1.611 0.202 1.340 -0.65
H -2.891 -1.843 0.601 0.23
H -1.500 -2.967 0.792 0.20
H -1.589 -1.499 1.703 0.20
H -1.521 -0.422 -0.737 0.46
H 1.836 -0.121 -1.271 0.26
H 0.336 0.259 -1.954 0.23
H 0.870 -1.317 -2.335 0.22
H 0.829 -1.917 0.128 0.24
H -0.091 0.928 0.156 0.37
H -0.522 0.142 1.493 0.24
H 1.973 0.997 0.720 0.46
H 1.600 0.475 2.314 0.38
H 2.592 2.583 -0.841 0.45
H -1.729 1.952 -0.087 0.46
O -1.879 1.005 0.033 -0.95
H -0.132 3.868 -0.956 0.00
H -0.236 3.402 -1.523 0.00
O 1.900 2.073 -0.417 -1.10
```

Calculated values
E = -421.68330 Eh
Gap between HOMO and LUMO = 5.1 eV
Net charge = 0
Strongest force on any atom = 2.6 eV Å⁻¹
Energy above the lowest of the compared OMol25 structures with the same formula, charge and spin = 809.0 kJ/mol

[5]
Here is a cluster of 2 separate species, CH3N2O in total from the OMol25 dataset. Energies are from ωB97M-V/def2-TZVPD.

Geometry as XYZ:
```
7
Properties=species:S:1:pos:R:3:nbo_charge:R:1
C -0.691 0.087 0.186 0.37
N 2.405 2.721 1.084 0.35
N 2.110 1.692 1.226 -0.02
O 0.462 0.031 0.657 -0.57
H -1.002 -0.851 -0.286 0.20
H -1.344 1.055 0.222 0.19
H 1.360 0.869 1.314 0.49
```

Calculated values
E = -224.30654 Eh
Gap between HOMO and LUMO = 11.3 eV
Net charge = +1
Strongest force on any atom = 2.5 eV Å⁻¹
Energy above the lowest of the compared OMol25 structures with the same formula, charge and spin = 105.2 kJ/mol

[6]
Here is an isolated molecule of C4H5N from the OMol25 dataset. Energies are from ωB97M-V/def2-TZVPD.

Geometry as XYZ:
```
10
Properties=species:S:1:pos:R:3:nbo_charge:R:1
C -1.671 0.160 -0.024 0.05
C 0.487 -0.425 -0.050 0.27
C 1.658 -1.000 -0.006 -0.48
C -0.301 0.848 -0.036 -0.56
N -1.481 -1.091 0.043 -0.37
H -2.672 0.774 0.092 0.18
H 1.801 -2.006 -0.184 0.23
H 2.483 -0.471 0.241 0.22
H -0.192 1.681 -0.886 0.23
H -0.111 1.530 0.810 0.24
```

Calculated values
E = -209.99103 Eh
Gap between HOMO and LUMO (spin up / spin down) = 9.2 / 9.2 eV
Net charge = 0
Strongest force on any atom = 3.6 eV Å⁻¹
Energy above the lowest of the compared OMol25 structures with the same formula, charge and spin = 453.4 kJ/mol